# 1
Density functional theory data (the ωB97M-V functional and the def2-TZVPD basis) for an isolated molecule of C4H4O.

Positions of all 9 atoms, in Å:
1 C 0.16 -0.80 0.38
2 C 0.52 0.50 -0.26
3 C -0.78 -1.61 0.71
4 C 0.38 1.75 -0.69
5 O 1.39 -0.65 -0.26
6 H -0.48 -2.63 1.09
7 H -1.78 -1.10 0.77
8 H 1.26 2.36 -1.15
9 H -0.68 2.19 -0.59

The calculation puts the maximum force at 6.0 eV Å⁻¹. The calculation puts the HOMO energy at -9.74 eV. The calculation puts the LUMO energy at 0.87 eV. The value obtained for the energy relative to the best compared isomer or geometry (same formula, charge and spin) is 310.46 kJ/mol. Its SMILES is C=C1OC1=C. Its total energy is -6256.1616 eV. The calculation puts the orbital gap at 10.61 eV.


# 2
Density functional theory data (the ωB97M-V functional and the def2-TZVPD basis) for a structure of composition C27H32N4O4S2Sc.

Positions of all 70 atoms, in Å:
1 Sc -0.23 0.11 -1.19
2 C 2.02 -1.74 -2.84
3 C 0.94 -1.48 -3.85
4 O -0.27 -1.26 -3.12
5 C -1.41 -0.94 -3.93
6 C -1.45 0.54 -4.21
7 O -1.36 1.21 -2.95
8 C -1.05 2.60 -3.06
9 C 0.46 2.77 -3.20
10 O 1.05 1.65 -2.55
11 C 2.42 1.75 -2.17
12 C 3.02 0.40 -2.47
13 O 2.12 -0.61 -1.97
14 H 2.97 -1.93 -3.33
15 H 1.77 -2.60 -2.22
16 H 0.82 -2.34 -4.51
17 H 1.17 -0.60 -4.46
18 H -2.28 -1.22 -3.34
19 H -1.38 -1.52 -4.86
20 H -2.38 0.81 -4.71
21 H -0.61 0.86 -4.85
22 H -1.41 3.06 -2.14
23 H -1.58 3.05 -3.90
24 H 0.77 3.70 -2.72
25 H 0.79 2.79 -4.24
26 H 2.46 1.99 -1.11
27 H 2.93 2.53 -2.74
28 H 3.99 0.28 -2.00
29 H 3.13 0.28 -3.55
30 S -0.14 2.26 0.15
31 C 0.23 1.44 1.66
32 N 0.30 2.05 2.83
33 N 0.05 3.31 2.88
34 C 0.11 4.05 4.09
35 C -0.03 5.43 4.01
36 C 0.02 6.18 5.17
37 C 0.21 5.57 6.39
38 C 0.34 4.19 6.46
39 C 0.29 3.42 5.31
40 N 0.50 0.12 1.79
41 N 0.44 -0.60 0.76
42 C 0.75 -1.98 1.02
43 C 1.27 -2.44 2.22
44 C 1.54 -3.79 2.38
45 C 1.28 -4.69 1.36
46 C 0.75 -4.23 0.16
47 C 0.49 -2.88 0.00
48 H -0.20 3.80 2.02
49 H -0.17 5.90 3.04
50 H -0.09 7.26 5.11
51 H 0.24 6.16 7.30
52 H 0.48 3.70 7.42
53 H 0.39 2.34 5.35
54 H 1.46 -1.73 3.02
55 H 1.94 -4.14 3.32
56 H 1.48 -5.74 1.49
57 H 0.51 -4.93 -0.63
58 H -0.01 -2.55 -0.91
59 S -2.55 -0.65 -0.74
60 C -2.59 -2.26 0.02
61 C -2.40 -2.40 1.39
62 C -2.45 -3.66 1.97
63 C -2.71 -4.79 1.20
64 C -2.91 -4.64 -0.17
65 C -2.85 -3.39 -0.75
66 H -2.21 -1.52 1.99
67 H -2.30 -3.76 3.04
68 H -2.76 -5.76 1.66
69 H -3.12 -5.51 -0.78
70 H -3.02 -3.28 -1.82

The calculation puts the maximum force at 0.8 eV Å⁻¹. The calculation puts the HOMO energy at -9.80 eV. The calculation puts the LUMO energy at -3.40 eV. Its total charge is +1. The value obtained for the energy relative to the best compared isomer or geometry (same formula, charge and spin) is 10.41 kJ/mol. Its total energy is -85035.3930 eV. The calculation puts the orbital gap at 6.40 eV.


# 3
Density functional theory data (the ωB97M-V functional and the def2-TZVPD basis) for a cluster of 12 separate species, C52H80N12 in total.

Positions of all 144 atoms, in Å:
1 N 4.00 -0.18 -4.84
2 C 4.19 1.15 -4.57
3 C 4.59 1.25 -3.26
4 C 4.65 -0.06 -2.72
5 C 4.27 -0.93 -3.72
6 H 3.64 -0.58 -5.69
7 H 3.99 1.89 -5.33
8 H 4.79 2.15 -2.70
9 H 4.87 -0.34 -1.71
10 H 4.17 -2.00 -3.71
11 N -2.57 -4.73 -2.22
12 C -3.67 -5.37 -1.73
13 C -4.72 -5.10 -2.58
14 C -4.24 -4.21 -3.58
15 C -2.90 -4.01 -3.34
16 H -1.66 -4.76 -1.80
17 H -3.62 -6.07 -0.92
18 H -5.72 -5.48 -2.54
19 H -4.79 -3.80 -4.41
20 H -2.13 -3.44 -3.83
21 N 0.62 -0.73 2.34
22 C 1.22 0.15 3.21
23 C 1.61 -0.56 4.33
24 C 1.26 -1.92 4.11
25 C 0.63 -1.99 2.89
26 H 0.43 -0.49 1.37
27 H 1.33 1.19 2.98
28 H 2.10 -0.12 5.18
29 H 1.38 -2.71 4.82
30 H 0.12 -2.78 2.37
31 N -0.09 -1.89 -5.45
32 C 0.72 -2.31 -4.43
33 C 0.69 -3.69 -4.41
34 C -0.16 -4.10 -5.46
35 C -0.63 -2.97 -6.09
36 H -0.25 -0.93 -5.69
37 H 1.24 -1.60 -3.80
38 H 1.23 -4.31 -3.73
39 H -0.42 -5.10 -5.76
40 H -1.30 -2.87 -6.93
41 N 4.37 -4.92 -0.55
42 C 3.90 -4.28 -1.67
43 C 3.17 -3.21 -1.24
44 C 3.16 -3.22 0.18
45 C 3.91 -4.29 0.57
46 H 4.85 -5.80 -0.53
47 H 4.18 -4.63 -2.65
48 H 2.68 -2.48 -1.87
49 H 2.65 -2.53 0.83
50 H 4.19 -4.64 1.55
51 N 6.78 1.73 1.82
52 C 5.44 1.44 1.76
53 C 5.14 0.60 2.78
54 C 6.36 0.34 3.48
55 C 7.34 1.04 2.86
56 H 7.27 2.33 1.18
57 H 4.81 1.85 0.99
58 H 4.16 0.20 3.00
59 H 6.47 -0.35 4.30
60 H 8.39 1.10 3.09
61 N -2.92 4.79 -1.11
62 C -2.56 3.91 -2.09
63 C -1.34 4.28 -2.58
64 C -0.94 5.43 -1.84
65 C -1.95 5.76 -0.98
66 H -3.82 4.85 -0.68
67 H -3.17 3.05 -2.31
68 H -0.79 3.80 -3.37
69 H -0.01 5.95 -2.00
70 H -2.00 6.54 -0.24
71 N -2.94 -0.23 5.24
72 C -2.43 0.30 4.09
73 C -3.06 1.49 3.86
74 C -3.99 1.69 4.92
75 C -3.89 0.61 5.76
76 H -2.68 -1.09 5.69
77 H -1.59 -0.17 3.60
78 H -2.78 2.18 3.08
79 H -4.68 2.50 5.06
80 H -4.37 0.43 6.71
81 N 0.96 6.26 1.43
82 C 0.56 4.96 1.34
83 C 0.34 4.50 2.61
84 C 0.58 5.59 3.49
85 C 0.93 6.67 2.73
86 H 1.19 6.86 0.65
87 H 0.59 4.48 0.37
88 H 0.15 3.49 2.92
89 H 0.50 5.53 4.57
90 H 1.26 7.66 3.00
91 N 3.23 5.14 -2.66
92 C 4.07 6.05 -2.09
93 C 4.17 5.73 -0.76
94 C 3.36 4.59 -0.53
95 C 2.78 4.26 -1.72
96 H 2.93 5.16 -3.62
97 H 4.51 6.86 -2.64
98 H 4.73 6.26 0.00
99 H 3.25 4.11 0.43
100 H 2.15 3.43 -2.01
101 C -1.47 1.67 0.73
102 C -0.55 1.53 -0.47
103 N 0.13 0.24 -0.49
104 C 1.48 0.29 -1.03
105 C 2.47 0.95 -0.11
106 C -0.65 -0.79 -1.17
107 C -0.42 -2.17 -0.55
108 H -2.32 0.98 0.73
109 H -1.94 2.66 0.67
110 H -0.91 1.68 1.66
111 H -1.12 1.71 -1.39
112 H 0.16 2.36 -0.37
113 H 1.81 -0.72 -1.26
114 H 1.49 0.82 -2.00
115 H 2.09 1.85 0.39
116 H 2.80 0.29 0.70
117 H 3.35 1.31 -0.65
118 H -0.46 -0.80 -2.25
119 H -1.70 -0.54 -1.05
120 H 0.62 -2.28 -0.23
121 H -0.65 -2.95 -1.28
122 H -1.10 -2.28 0.29
123 C -6.84 -3.26 3.26
124 C -6.31 -3.34 1.84
125 N -5.52 -2.19 1.44
126 C -5.16 -2.29 0.03
127 C -4.58 -1.00 -0.53
128 C -4.32 -1.98 2.26
129 C -3.31 -3.12 2.36
130 H -7.42 -4.16 3.47
131 H -7.54 -2.43 3.40
132 H -6.06 -3.21 4.02
133 H -5.75 -4.28 1.72
134 H -7.17 -3.38 1.17
135 H -6.09 -2.52 -0.51
136 H -4.51 -3.16 -0.15
137 H -4.60 -1.02 -1.62
138 H -3.56 -0.84 -0.18
139 H -5.16 -0.15 -0.16
140 H -3.81 -1.06 1.97
141 H -4.68 -1.70 3.26
142 H -2.83 -3.11 3.34
143 H -3.77 -4.10 2.23
144 H -2.51 -3.02 1.63

The calculation puts the maximum force at 1.1 eV Å⁻¹. The calculation puts the HOMO energy at -7.84 eV. The calculation puts the LUMO energy at 0.23 eV. The value obtained for the energy relative to the best compared isomer or geometry (same formula, charge and spin) is 0.00 kJ/mol. Its SMILES is c1cc[nH]c1.c1cc[nH]c1.c1cc[nH]c1.c1cc[nH]c1.c1cc[nH]c1.c1cc[nH]c1.c1cc[nH]c1.c1cc[nH]c1.c1cc[nH]c1.c1cc[nH]c1.CCN(CC)CC.CCN(CC)CC. Its total energy is -73100.5865 eV. The calculation puts the orbital gap at 8.07 eV.


Q: orbital gap of number 3 (C52H80N12)?
A: 8.07 eV